No. 1
{
  "formula": "C39H89N11O23S3",
  "method": "wB97M-V/def2-TZVPD",
  "symbols": ["C", "C", "O", "S", "O", "O", "O", "H", "H", "H", "H", "C", "C", "O", "S", "O", "O", "O", "H", "H", "H", "H", "C", "C", "O", "S", "O", "O", "O", "H", "H", "H", "H", "C", "C", "O", "N", "C", "H", "H", "H", "H", "H", "H", "H", "C", "C", "O", "N", "C", "H", "H", "H", "H", "H", "H", "H", "C", "C", "O", "N", "C", "H", "H", "H", "H", "H", "H", "H", "C", "C", "O", "N", "C", "H", "H", "H", "H", "H", "H", "H", "C", "C", "O", "N", "C", "H", "H", "H", "H", "H", "H", "H", "C", "C", "O", "N", "C", "H", "H", "H", "H", "H", "H", "H", "C", "C", "O", "N", "C", "H", "H", "H", "H", "H", "H", "H", "C", "C", "O", "N", "C", "H", "H", "H", "H", "H", "H", "H", "C", "C", "O", "N", "C", "H", "H", "H", "H", "H", "H", "H", "C", "C", "O", "N", "C", "H", "H", "H", "H", "H", "H", "H", "C", "C", "O", "N", "C", "H", "H", "H", "H", "H", "H", "H"],
  "xyz": [[-0.602, -1.084, 0.572], [0.935, -1.338, 0.423], [1.247, -1.045, -0.994], [-0.004, -0.237, -1.607], [-0.274, -0.632, -3.002], [0.212, 1.207, -1.396], [-1.212, -0.804, -0.760], [-0.689, -0.251, 1.301], [-1.130, -1.956, 0.922], [1.191, -2.367, 0.628], [1.547, -0.616, 1.025], [-0.800, -3.471, -4.100], [-2.126, -3.332, -3.293], [-2.168, -4.601, -2.607], [-0.629, -4.701, -1.971], [-0.281, -6.073, -1.757], [-0.485, -3.747, -0.858], [0.176, -4.110, -3.252], [-0.414, -2.502, -4.408], [-1.014, -4.142, -4.922], [-2.967, -3.229, -3.969], [-2.172, -2.544, -2.538], [-4.814, -4.685, -0.195], [-6.218, -4.229, 0.249], [-6.400, -2.821, -0.106], [-4.990, -2.143, -0.075], [-4.735, -1.609, 1.249], [-4.865, -1.244, -1.138], [-3.992, -3.456, -0.277], [-4.784, -5.192, -1.134], [-4.424, -5.362, 0.544], [-6.298, -4.342, 1.342], [-6.985, -4.749, -0.293], [-3.772, -0.079, -4.075], [-3.084, -0.721, -5.263], [-3.482, -1.814, -5.765], [-2.030, -0.092, -5.759], [-1.071, -0.659, -6.736], [-4.555, -0.781, -3.692], [-4.404, 0.713, -4.447], [-3.017, 0.283, -3.392], [-1.666, 0.743, -5.305], [-0.819, 0.144, -7.445], [-1.604, -1.459, -7.204], [-0.200, -0.964, -6.171], [4.469, -0.336, 0.170], [4.782, -0.315, 1.666], [4.068, 0.251, 2.487], [5.924, -0.923, 2.055], [6.321, -1.020, 3.386], [4.712, 0.645, -0.244], [3.410, -0.580, 0.040], [5.020, -1.146, -0.315], [6.382, -1.462, 1.347], [7.379, -1.180, 3.477], [5.711, -1.770, 3.965], [6.152, -0.142, 4.022], [-6.228, -0.785, 3.710], [-5.032, 0.123, 4.074], [-4.919, 0.673, 5.199], [-4.165, 0.405, 3.053], [-3.004, 1.222, 3.285], [-5.826, -1.814, 3.567], [-6.593, -0.491, 2.729], [-6.933, -0.780, 4.546], [-4.108, -0.274, 2.270], [-2.152, 0.855, 2.683], [-2.699, 1.100, 4.316], [-3.126, 2.267, 3.023], [0.768, -3.198, 5.335], [0.641, -2.178, 4.239], [-0.326, -2.124, 3.473], [1.633, -1.232, 4.117], [2.733, -1.062, 5.094], [-0.180, -3.762, 5.364], [0.928, -2.745, 6.320], [1.589, -3.897, 5.137], [1.478, -0.480, 3.413], [3.139, -0.072, 4.938], [3.566, -1.787, 5.114], [2.205, -1.081, 6.050], [-3.675, 2.752, -1.337], [-3.835, 4.113, -0.760], [-3.281, 5.118, -1.169], [-4.760, 4.243, 0.299], [-5.509, 3.237, 1.060], [-3.425, 1.881, -0.711], [-2.920, 2.878, -2.093], [-4.670, 2.511, -1.724], [-4.766, 5.211, 0.619], [-5.910, 3.736, 1.936], [-4.832, 2.474, 1.444], [-6.328, 2.740, 0.527], [-2.083, -4.681, 2.081], [-3.247, -4.208, 2.886], [-4.409, -4.640, 2.609], [-2.977, -3.367, 3.908], [-3.885, -3.080, 4.972], [-1.188, -4.244, 2.434], [-2.209, -4.307, 1.075], [-2.027, -5.754, 2.174], [-2.034, -3.011, 3.857], [-4.909, -3.387, 4.741], [-3.942, -1.998, 5.198], [-3.561, -3.619, 5.874], [4.249, -4.673, -1.009], [4.867, -3.347, -1.346], [5.768, -2.837, -0.671], [4.451, -2.822, -2.515], [3.140, -3.119, -3.066], [4.996, -5.258, -0.453], [3.969, -5.228, -1.874], [3.372, -4.500, -0.404], [4.743, -1.892, -2.769], [2.910, -2.416, -3.858], [2.365, -3.042, -2.309], [3.090, -4.090, -3.521], [2.502, 2.959, 3.247], [1.161, 2.551, 2.692], [0.748, 1.359, 2.730], [0.472, 3.526, 2.085], [-0.648, 3.286, 1.104], [2.709, 2.271, 4.065], [2.602, 3.983, 3.578], [3.212, 2.790, 2.464], [0.929, 4.440, 1.951], [-1.061, 2.313, 1.341], [-0.174, 3.261, 0.088], [-1.442, 4.020, 1.112], [-1.070, 6.564, 0.729], [0.061, 6.046, -0.143], [1.199, 5.893, 0.233], [-0.337, 5.737, -1.390], [0.552, 5.099, -2.372], [-0.696, 6.850, 1.726], [-1.786, 5.782, 0.883], [-1.585, 7.426, 0.324], [-1.335, 5.699, -1.570], [1.503, 5.666, -2.463], [0.232, 5.062, -3.416], [0.688, 4.064, -2.097], [2.987, 1.846, -3.645], [4.088, 0.791, -3.418], [3.932, -0.394, -3.673], [5.281, 1.273, -3.054], [6.428, 0.366, -2.832], [3.023, 2.673, -2.938], [2.071, 1.309, -3.440], [3.021, 2.219, -4.669], [5.410, 2.202, -2.658], [6.682, 0.206, -1.779], [7.399, 0.782, -3.155], [6.325, -0.586, -3.276], [4.699, 6.074, -2.312], [4.645, 4.703, -1.745], [5.582, 3.883, -2.024], [3.584, 4.367, -0.967], [3.483, 3.063, -0.347], [4.732, 5.957, -3.395], [5.674, 6.473, -2.024], [3.895, 6.770, -1.983], [2.943, 5.111, -0.708], [3.289, 2.216, -1.040], [2.648, 3.043, 0.336], [4.356, 2.821, 0.287]],
  "lowdin_charge": [-0.12, -0.12, -0.22, 0.63, -0.27, -0.27, -0.20, 0.10, 0.10, 0.12, 0.11, -0.14, -0.17, -0.19, 0.70, -0.22, -0.25, -0.20, 0.10, 0.13, 0.12, 0.10, -0.13, -0.12, -0.17, 0.62, -0.26, -0.21, -0.21, 0.12, 0.10, 0.12, 0.13, 0.00, -0.54, -0.03, 0.01, -0.03, 0.09, 0.08, 0.06, 0.14, 0.09, 0.07, 0.07, 0.03, -0.49, 0.02, 0.02, -0.11, 0.07, 0.07, 0.03, 0.12, 0.08, 0.09, 0.09, 0.00, -0.51, -0.01, 0.00, -0.08, 0.06, 0.07, 0.09, 0.09, 0.06, 0.09, 0.07, 0.01, -0.50, -0.01, 0.04, -0.07, 0.08, 0.08, 0.10, 0.10, 0.06, 0.08, 0.07, 0.01, -0.52, 0.02, 0.01, -0.07, 0.09, 0.08, 0.10, 0.13, 0.09, 0.05, 0.09, 0.02, -0.48, -0.04, 0.04, -0.06, 0.05, 0.06, 0.10, 0.08, 0.08, 0.08, 0.09, 0.01, -0.53, -0.02, 0.05, -0.08, 0.10, 0.07, 0.08, 0.08, 0.08, 0.07, 0.08, 0.01, -0.51, -0.02, 0.05, -0.02, 0.08, 0.08, 0.05, 0.12, 0.05, 0.08, 0.05, 0.00, -0.57, 0.03, 0.04, -0.05, 0.10, 0.03, 0.09, 0.10, 0.08, 0.09, 0.06, 0.03, -0.52, 0.01, 0.05, -0.04, 0.04, 0.06, 0.09, 0.07, 0.08, 0.09, 0.06, 0.00, -0.50, -0.03, 0.04, -0.06, 0.09, 0.09, 0.09, 0.09, 0.07, 0.07, 0.10],
  "lumo_energy_ev": 0.4,
  "orbital_gap_ev": 9.54,
  "homo_ev": -9.18,
  "total_charge": 0
}



No. 2
{
  "formula": "CH8N2O",
  "method": "wB97M-V/def2-TZVPD",
  "symbols": ["N", "C", "N", "H", "H", "H", "H", "H", "H", "H", "H", "O"],
  "xyz": [[-1.390, -0.186, -1.278], [-0.679, -0.697, -0.143], [-0.233, 0.290, 0.848], [-2.363, 0.022, -1.150], [-0.895, 0.441, -1.896], [-1.315, -1.413, 0.370], [0.195, -1.220, -0.524], [-0.211, 1.217, 0.447], [-0.750, 0.314, 1.712], [3.054, -0.140, 0.305], [1.809, 0.650, 0.665], [2.779, 0.722, 0.643]],
  "nbo_charge": [-0.87, -0.05, -0.89, 0.37, 0.37, 0.18, 0.17, 0.36, 0.37, 0.46, 0.48, -0.96],
  "lumo_energy_ev": 1.0,
  "orbital_gap_ev": 10.27,
  "e_above_lowest_ev": 0.141,
  "homo_ev": -9.29,
  "total_charge": 0,
  "smiles": "NCN.O"
}



No. 3
{
  "formula": "CH2Cl3OP",
  "method": "wB97M-V/def2-TZVPD",
  "symbols": ["C", "O", "P", "Cl", "Cl", "Cl", "H", "H"],
  "xyz": [[0.870, 0.224, -0.327], [-0.833, -1.491, 1.146], [-0.825, -0.380, 0.191], [1.520, 0.349, 1.406], [-1.586, 1.329, 0.826], [-1.802, -0.806, -1.476], [1.043, 1.151, -0.855], [1.612, -0.377, -0.910]],
  "nbo_charge": [-0.74, -1.02, 1.74, -0.05, -0.22, -0.23, 0.25, 0.26],
  "lumo_energy_ev": 0.4,
  "orbital_gap_ev": 11.45,
  "e_above_lowest_ev": 0.235,
  "homo_ev": -11.03,
  "total_charge": 0
}



No. 4
{
  "formula": "C43H32BrMoO4P2S",
  "method": "wB97M-V/def2-TZVPD",
  "symbols": ["Mo", "O", "C", "O", "C", "P", "C", "C", "C", "C", "C", "C", "C", "C", "C", "C", "C", "C", "H", "H", "H", "H", "H", "H", "H", "H", "H", "H", "H", "H", "C", "C", "C", "C", "C", "C", "P", "C", "C", "C", "C", "C", "C", "C", "C", "C", "C", "C", "C", "C", "C", "C", "C", "H", "H", "H", "H", "H", "H", "H", "H", "H", "H", "H", "H", "H", "H", "H", "H", "O", "C", "O", "C", "C", "C", "C", "C", "C", "S", "H", "H", "H", "H", "Br"],
  "xyz": [[-1.316, 0.267, 1.093], [0.585, 3.619, 2.882], [0.422, 2.516, 2.400], [-0.730, 2.064, 1.989], [1.649, 1.584, 2.242], [1.036, -0.123, 2.187], [2.011, -1.266, 1.227], [1.368, -2.653, 1.021], [2.864, -3.654, -0.607], [3.684, -2.675, -1.012], [3.943, -1.406, -0.399], [3.173, -0.830, 0.590], [1.143, -0.620, 3.938], [0.401, 0.066, 4.899], [0.519, -0.270, 6.238], [1.359, -1.307, 6.626], [2.092, -1.997, 5.672], [1.990, -1.650, 4.331], [2.347, 1.775, 3.056], [2.127, 1.868, 1.302], [0.998, -2.990, 2.006], [2.747, -4.569, -1.176], [4.198, -2.889, -1.945], [4.782, -0.834, -0.777], [3.511, 0.160, 0.892], [-0.280, 0.852, 4.597], [-0.059, 0.268, 6.979], [1.439, -1.577, 7.672], [2.748, -2.806, 5.969], [2.578, -2.165, 3.579], [3.217, 4.055, -0.678], [3.382, 2.831, -1.310], [2.301, 1.977, -1.481], [1.041, 2.347, -1.019], [0.877, 3.587, -0.397], [1.960, 4.432, -0.222], [-0.412, 1.244, -1.048], [-0.162, 0.042, -2.388], [0.860, -0.900, -2.276], [0.993, -1.907, -3.223], [0.093, -1.996, -4.273], [-0.939, -1.073, -4.378], [-1.068, -0.059, -3.443], [-1.743, 2.353, -1.561], [-1.651, 3.139, -2.681], [-2.706, 4.003, -3.026], [-3.820, 4.060, -2.235], [-3.936, 3.272, -1.067], [-5.085, 3.336, -0.241], [-5.155, 2.562, 0.877], [-4.092, 1.696, 1.230], [-2.946, 1.594, 0.480], [-2.876, 2.397, -0.706], [4.067, 4.709, -0.530], [4.359, 2.526, -1.663], [2.460, 1.018, -1.954], [-0.091, 3.876, -0.008], [1.821, 5.370, 0.298], [1.553, -0.877, -1.440], [1.784, -2.634, -3.104], [0.183, -2.795, -4.998], [-1.659, -1.150, -5.183], [-1.894, 0.635, -3.516], [-0.761, 3.098, -3.300], [-2.629, 4.620, -3.913], [-4.638, 4.724, -2.491], [-5.893, 4.005, -0.514], [-6.032, 2.605, 1.512], [-4.195, 1.100, 2.127], [2.193, -3.718, 0.604], [0.037, -2.504, 0.279], [-0.477, -1.436, 0.591], [-0.785, -3.277, -0.620], [-0.376, -4.526, -1.110], [-1.144, -5.211, -2.018], [-2.345, -4.635, -2.449], [-2.769, -3.418, -1.969], [-2.027, -2.678, -1.023], [-2.810, -1.168, -0.532], [0.558, -4.931, -0.748], [-0.829, -6.175, -2.395], [-2.960, -5.156, -3.173], [-3.705, -2.997, -2.312], [-2.458, -0.751, 3.150]],
  "lowdin_charge": [1.03, 0.05, -0.71, -0.28, -0.21, 1.01, -0.33, -0.24, -0.18, -0.15, -0.16, -0.18, -0.34, -0.13, -0.08, -0.10, -0.09, -0.08, 0.10, 0.07, 0.16, 0.10, 0.10, 0.07, 0.09, 0.08, 0.10, 0.09, 0.10, 0.10, -0.09, -0.08, -0.08, -0.33, -0.10, -0.07, 1.06, -0.33, -0.10, -0.07, -0.08, -0.08, -0.09, -0.32, -0.09, -0.08, -0.04, -0.17, -0.05, -0.08, -0.14, -0.31, -0.20, 0.10, 0.10, 0.09, 0.12, 0.11, 0.08, 0.09, 0.10, 0.10, 0.10, 0.11, 0.10, 0.11, 0.10, 0.10, 0.02, -0.06, -0.24, -0.43, -0.13, -0.02, -0.09, -0.09, -0.14, -0.50, 0.70, 0.10, 0.10, 0.10, 0.09, 0.04],
  "lumo_energy_ev": [2.2, 1.5],
  "orbital_gap_ev": [5.81, 5.11],
  "e_above_lowest_ev": 2.346,
  "homo_ev": [-3.62, -3.60],
  "total_charge": -1,
  "s_squared": 2.026,
  "spin_multiplicity": 3
}